Molecular formula: C2H2Cl5O2PS
Method: DFT, the ωB97M-V functional and the def2-TZVPD basis

The geometry in XYZ format:
```
13
Properties=species:S:1:pos:R:3:forces:R:3:lowdin_charge:R:1
Cl 1.876 1.398 -3.070 -0.33 -0.11 0.36 0.19
P 1.275 0.824 0.186 1.40 2.26 -0.21 -0.31
H -2.798 0.617 1.119 1.47 -1.00 -1.54 0.12
Cl 0.643 2.779 0.307 -0.01 -0.58 -0.64 0.28
O 0.794 0.081 1.312 -1.10 -1.63 1.20 -0.44
H -2.748 -1.728 1.868 -1.54 -0.36 2.13 0.02
Cl -1.232 0.196 -0.870 -1.33 0.21 0.26 0.59
C -2.144 -0.157 0.561 -1.64 -1.92 2.23 -0.58
Cl -1.243 -2.703 0.430 0.09 -0.30 -0.19 0.64
Cl 3.239 1.090 0.376 0.78 0.75 0.49 0.40
S 1.600 -0.242 -1.804 0.88 0.05 -0.02 0.38
O 2.939 -0.714 -1.472 -0.72 -0.71 -0.83 -0.66
C -2.201 -1.442 1.059 2.04 3.34 -3.24 -0.63
```
Forces are in eV/Å.

Results
HOMO   -9.8 eV
LUMO   -0.901 eV
Kohn-Sham gap   8.9 eV
Molecular weight   298.3 g mol⁻¹